(1)
78
Properties=species:S:1:pos:R:3:lowdin_charge:R:1 method="wB97M-V/def2-TZVPD" smiles="O=C1OC(=O)C(S(=O)(=O)C(F)(F)C(F)(F)F)=C1I.CNC(C)=O.CNC(C)=O.CNC(C)=O.CNC(C)=O.CNC(C)=O" gap_ev=7.19 de_lowest_kcal_mol=0.0
O 2.463 -2.819 -0.915 0.15
C 1.888 -1.817 -1.247 -0.44
O 2.509 -0.726 -1.785 0.17
C 1.590 0.255 -2.068 -0.39
O 1.873 1.326 -2.519 0.19
C 0.235 -0.296 -1.688 -0.20
S -1.175 0.739 -2.006 0.76
O -0.779 2.054 -1.609 -0.25
O -1.499 0.705 -3.401 -0.25
C -2.657 0.388 -0.925 -0.51
F -2.281 0.103 0.301 0.12
F -3.270 1.551 -0.860 0.15
C -3.707 -0.652 -1.479 -0.64
F -4.749 0.022 -1.947 0.18
F -4.152 -1.394 -0.492 0.17
F -3.248 -1.382 -2.465 0.15
C 0.413 -1.516 -1.203 -0.54
I -0.985 -2.872 -0.496 1.31
C 3.470 -5.781 1.751 -0.07
N 2.236 -5.341 1.113 0.03
C 0.997 -5.858 1.239 -0.55
C 0.824 -7.051 2.148 -0.01
O 0.053 -5.363 0.628 -0.15
H 3.884 -4.969 2.340 0.06
H 4.190 -6.054 0.977 0.09
H 3.303 -6.636 2.396 0.08
H 2.282 -4.549 0.489 0.10
H -0.221 -7.346 2.142 0.08
H 1.427 -7.888 1.796 0.08
H 1.111 -6.798 3.169 0.09
C 0.099 3.169 -5.644 -0.07
N -0.819 2.375 -6.446 0.01
C -0.859 2.244 -7.796 -0.56
C 0.169 3.008 -8.598 -0.02
O -1.696 1.534 -8.330 0.03
H 0.626 2.499 -4.964 0.07
H -0.480 3.886 -5.061 0.09
H 0.817 3.705 -6.255 0.07
H -1.527 1.842 -5.966 0.13
H 0.011 2.803 -9.652 0.08
H 0.066 4.080 -8.430 0.08
H 1.178 2.692 -8.327 0.08
C -1.249 4.860 1.453 -0.07
N -0.518 3.786 2.103 0.01
C -1.025 2.741 2.807 -0.56
C -2.525 2.680 2.941 -0.02
O -0.284 1.901 3.297 0.02
H -1.027 4.856 0.384 0.08
H -0.934 5.819 1.870 0.08
H -2.320 4.748 1.591 0.06
H 0.487 3.781 2.041 0.14
H -2.796 1.801 3.518 0.09
H -2.899 3.563 3.456 0.07
H -2.988 2.611 1.958 0.07
C -7.117 5.771 4.537 -0.07
N -6.033 5.209 3.751 0.01
C -6.081 4.708 2.488 -0.54
C -7.415 4.725 1.783 -0.01
O -5.074 4.266 1.958 0.03
H -6.877 6.802 4.804 0.08
H -7.240 5.194 5.455 0.08
H -8.050 5.759 3.985 0.07
H -5.116 5.169 4.165 0.14
H -7.292 4.296 0.794 0.08
H -8.146 4.131 2.334 0.09
H -7.780 5.747 1.679 0.09
C 8.691 -4.179 1.029 -0.07
N 7.420 -4.298 1.721 0.01
C 7.127 -5.041 2.821 -0.54
C 8.243 -5.858 3.427 -0.01
O 5.999 -5.035 3.289 0.02
H 9.012 -3.136 1.033 0.08
H 8.574 -4.502 -0.007 0.08
H 9.455 -4.784 1.502 0.07
H 6.634 -3.777 1.368 0.14
H 7.856 -6.390 4.290 0.08
H 8.619 -6.585 2.707 0.08
H 9.058 -5.210 3.752 0.08

(2)
53
Properties=species:S:1:pos:R:3:mulliken_spin:R:1 method="wB97M-V/def2-TZVPD" s_squared=2.054 multiplicity=3 gap_ev="4.89 / 5.80" charge=-2 de_lowest_kcal_mol=53.8
Ti 0.706 0.347 -1.342 0.79
O 1.049 -3.636 -1.904 0.00
C 2.009 -3.998 -1.042 0.00
C 2.415 -5.332 -0.980 0.00
C 3.442 -5.717 -0.140 0.00
C 4.082 -4.784 0.659 0.00
C 3.662 -3.465 0.632 0.00
C 2.620 -3.068 -0.188 0.02
C 2.123 -1.635 -0.163 -0.01
O 1.754 -1.168 -1.379 -0.02
N 0.960 -1.535 0.785 0.01
N -0.122 -0.920 0.103 0.24
C -1.143 -0.548 0.862 0.04
C -2.318 -0.018 0.349 0.10
Br -2.441 -0.121 -1.580 0.01
C -3.366 0.431 1.146 0.33
C -4.454 1.291 0.873 -0.11
C -5.464 1.422 1.856 0.14
C -6.502 2.313 1.714 -0.08
C -6.594 3.112 0.580 0.16
C -5.612 3.001 -0.396 -0.07
C -4.567 2.121 -0.263 0.14
H 1.077 -2.637 -1.975 0.00
H 1.926 -6.046 -1.624 0.00
H 3.752 -6.754 -0.120 0.00
H 4.906 -5.073 1.296 0.00
H 4.138 -2.721 1.259 0.00
H 2.928 -0.990 0.267 0.00
H 0.680 -2.469 1.101 0.02
H -1.071 -0.645 1.951 0.00
H -3.295 0.108 2.181 0.02
H -5.412 0.794 2.740 0.01
H -7.245 2.406 2.502 -0.01
H -7.403 3.823 0.468 0.02
H -5.658 3.631 -1.275 -0.01
H -3.808 2.096 -1.025 0.02
S 2.799 0.283 -5.418 0.00
C 2.010 0.411 -3.964 0.01
S 2.686 1.253 -2.624 -0.03
S 0.441 -0.251 -3.715 -0.02
O 0.168 4.119 -1.669 0.04
C 0.417 2.992 -1.245 0.02
O -0.180 1.897 -1.610 -0.01
C 1.395 2.750 -0.159 0.13
C 2.176 3.739 0.424 -0.07
C 2.968 3.433 1.514 0.13
C 2.851 2.133 2.050 -0.07
C 2.062 1.206 1.423 0.13
N 1.382 1.444 0.283 -0.04
H 2.142 4.728 -0.011 0.00
H 3.622 4.161 1.973 0.02
H 3.378 1.863 2.954 0.00
H 1.925 0.223 1.863 0.00

(3)
149
Properties=species:S:1:pos:R:3:lowdin_charge:R:1 method="wB97M-V/def2-TZVPD" gap_ev=6.48 charge=-2 de_lowest_kcal_mol=0.0
Tl 0.434 0.075 0.126 0.84
N 0.607 -2.593 -2.941 0.11
C 1.869 -2.078 -2.805 -0.70
N 2.117 -0.852 -2.514 0.05
C 3.458 -0.560 -2.535 -0.36
C 4.264 -1.602 -2.859 -0.37
S 3.316 -3.019 -3.158 0.99
C 3.864 0.787 -2.095 -0.37
C 5.068 1.384 -2.265 -0.38
S 5.095 2.917 -1.464 0.99
C 3.439 2.624 -0.922 -0.68
N 2.952 1.507 -1.348 0.05
N 2.753 3.545 -0.197 0.12
H -0.109 -1.971 -2.578 0.08
H 0.488 -3.554 -2.668 0.08
H 5.340 -1.648 -2.896 0.07
H 5.926 1.039 -2.819 0.06
H 3.297 4.136 0.410 0.08
H 1.925 3.161 0.260 0.06
Se 4.010 -7.733 1.543 1.03
N 4.666 -6.088 1.357 -0.24
C 3.654 -5.293 1.135 -0.33
C 3.773 -3.860 0.934 -0.11
C 4.983 -3.188 1.110 0.00
C 5.020 -1.832 0.916 -0.02
C 3.847 -1.182 0.533 -0.12
N 2.694 -1.803 0.358 0.13
C 2.638 -3.119 0.585 -0.17
C 1.306 -3.764 0.530 -0.15
N 0.244 -2.985 0.288 0.13
C -0.966 -3.505 0.418 -0.12
C -1.202 -4.843 0.732 -0.03
C -0.120 -5.669 0.922 0.00
C 1.161 -5.126 0.832 -0.10
C 2.350 -5.927 1.083 -0.33
N 2.327 -7.218 1.271 -0.24
H 5.855 -3.753 1.411 0.11
H 5.927 -1.259 1.059 0.11
H 3.838 -0.115 0.373 0.09
H -1.778 -2.797 0.288 0.08
H -2.218 -5.204 0.827 0.11
H -0.229 -6.715 1.174 0.11
O -4.018 -0.884 2.293 -0.05
C -2.792 -1.046 2.103 -0.64
O -2.204 -0.846 1.006 -0.23
C -2.010 -1.675 3.246 -0.04
C -2.749 -2.130 4.297 0.04
C -2.180 -2.898 5.335 -0.17
C -0.887 -3.366 5.197 0.06
C -0.115 -2.933 4.144 -0.07
C -0.555 -1.870 3.225 -0.32
O 0.228 -1.224 2.525 -0.08
N 1.181 -3.552 4.015 -0.33
O 1.358 -4.636 4.579 0.02
O 2.049 -3.018 3.347 0.08
N -2.936 -3.228 6.496 -0.38
O -4.087 -2.810 6.590 0.02
O -2.414 -3.915 7.373 0.01
H -3.809 -1.925 4.310 0.12
H -0.473 -4.054 5.917 0.12
C 1.729 2.192 -4.699 -0.31
P 0.531 1.725 -3.358 0.82
C -0.043 3.435 -2.956 -0.31
C -0.838 1.199 -4.494 -0.30
H 1.267 2.860 -5.431 0.03
H 2.074 1.288 -5.206 0.03
H 2.600 2.686 -4.260 0.02
H -0.526 3.936 -3.799 0.03
H 0.821 4.017 -2.625 0.03
H -0.740 3.378 -2.119 -0.02
H -1.194 2.022 -5.121 0.03
H -1.661 0.805 -3.899 0.00
H -0.459 0.393 -5.127 0.03
C 1.117 0.383 6.556 -0.10
C 1.433 1.250 5.341 -0.24
C 0.481 2.442 5.246 -0.17
C -0.876 2.142 4.592 -0.15
N -0.778 2.374 3.154 0.04
C -1.686 2.820 2.287 -0.81
S -1.160 3.263 0.724 0.53
N -2.979 3.100 2.606 0.01
C -3.854 2.583 3.661 -0.18
C -5.286 3.109 3.490 -0.20
C -6.217 2.256 2.630 -0.26
C -5.848 2.253 1.151 -0.12
H 1.781 -0.480 6.603 0.07
H 0.091 0.013 6.525 0.07
H 1.239 0.961 7.477 0.07
H 1.385 0.656 4.425 0.10
H 2.460 1.614 5.426 0.10
H 0.954 3.243 4.676 0.08
H 0.303 2.824 6.257 0.11
H -1.608 2.820 5.010 0.09
H -1.194 1.116 4.806 0.12
H 0.126 2.137 2.728 0.07
H -3.465 3.465 1.803 0.07
H -3.510 2.923 4.634 0.09
H -3.855 1.488 3.653 0.12
H -5.250 4.127 3.083 0.11
H -5.719 3.188 4.490 0.10
H -7.240 2.629 2.751 0.10
H -6.189 1.227 2.997 0.11
H -5.806 3.270 0.747 0.08
H -6.597 1.696 0.583 0.07
H -4.893 1.750 1.002 0.06
O -2.433 -0.877 -1.956 -0.53
S -3.581 -0.453 -1.104 0.96
C -4.900 0.037 -2.331 -0.27
C -4.643 1.363 -2.983 -0.27
C -4.808 1.509 -4.358 -0.05
C -4.653 2.746 -4.970 -0.10
C -4.326 3.860 -4.210 -0.11
C -4.124 3.719 -2.844 -0.08
C -4.282 2.483 -2.236 -0.05
C -4.478 -2.016 -0.628 -0.25
C -4.538 -3.002 -1.743 -0.27
C -3.383 -3.639 -2.194 -0.04
C -3.420 -4.487 -3.291 -0.08
C -4.618 -4.733 -3.948 -0.11
C -5.782 -4.130 -3.490 -0.10
C -5.737 -3.269 -2.404 -0.06
H -5.807 0.095 -1.720 0.09
H -5.007 -0.749 -3.077 0.08
H -5.065 0.642 -4.957 0.11
H -4.786 2.833 -6.042 0.09
H -4.207 4.827 -4.683 0.09
H -3.825 4.569 -2.243 0.10
H -4.084 2.381 -1.175 0.08
H -5.464 -1.706 -0.286 0.10
H -3.912 -2.374 0.229 0.07
H -2.448 -3.458 -1.681 0.08
H -2.507 -4.957 -3.636 0.10
H -4.643 -5.383 -4.814 0.09
H -6.725 -4.330 -3.984 0.09
H -6.650 -2.796 -2.058 0.11
O 3.720 0.846 2.605 0.02
C 2.896 1.765 2.576 -0.64
O 1.779 1.816 1.983 -0.20
C 3.288 3.071 3.288 -0.15
C 4.480 3.138 4.004 -0.04
C 4.883 4.325 4.598 -0.10
C 4.093 5.463 4.481 -0.12
C 2.894 5.401 3.782 -0.09
C 2.495 4.209 3.189 -0.07
H 5.075 2.236 4.068 0.11
H 5.815 4.367 5.150 0.09
H 4.414 6.397 4.928 0.09
H 2.272 6.284 3.701 0.10
H 1.563 4.152 2.634 0.10

(4)
58
Properties=species:S:1:pos:R:3:lowdin_charge:R:1 method="wB97M-V/def2-TZVPD" gap_ev=7.69
C -1.738 1.725 0.149 -0.10
C -1.215 2.028 -1.127 -0.11
C -1.260 0.876 -1.932 -0.12
H -0.881 3.010 -1.458 0.10
C -1.768 -0.217 -1.138 -0.20
C -2.083 0.344 0.181 -0.18
H -2.175 -1.150 -1.529 0.09
C 1.920 0.769 1.367 -0.12
C 2.007 1.887 0.540 -0.09
C 2.228 1.465 -0.810 -0.05
H 1.975 2.929 0.857 0.10
C 2.262 0.067 -0.846 -0.25
C 1.995 -0.433 0.523 -0.18
H -1.051 0.829 -2.997 0.09
H -2.701 -0.155 0.928 0.11
H -1.911 2.431 0.957 0.11
H 2.343 -1.409 0.874 0.11
H 2.391 2.122 -1.665 0.11
H 1.874 0.737 2.452 0.10
Ga -0.050 -0.809 0.197 0.70
C 2.547 -0.860 -1.992 -0.48
C 3.762 -1.720 -1.608 -0.03
C 2.832 -0.085 -3.281 -0.03
H 4.628 -1.069 -1.420 0.10
H 3.991 -2.415 -2.421 0.07
H 3.562 -2.310 -0.706 0.09
H 3.679 0.596 -3.132 0.09
H 1.957 0.498 -3.596 0.09
H 3.091 -0.793 -4.078 0.09
C 1.275 -1.744 -2.197 -0.07
C 1.424 -2.895 -3.182 -0.44
H 0.446 -1.093 -2.523 0.09
H 0.988 -2.235 -1.231 0.11
O 2.476 -3.516 -3.305 0.04
N 0.333 -3.263 -3.934 0.06
C -1.074 -2.942 -3.687 -0.13
H 0.495 -4.113 -4.461 0.15
C -1.533 -1.737 -4.478 -0.23
C -2.864 -1.316 -4.371 -0.06
H -3.548 -1.891 -3.740 0.12
C -3.303 -0.188 -5.066 -0.08
H -4.338 0.140 -4.960 0.11
C -2.419 0.513 -5.895 -0.09
H -2.761 1.395 -6.437 0.10
C -1.097 0.076 -6.032 -0.08
H -0.394 0.600 -6.680 0.10
C -0.660 -1.060 -5.336 -0.05
H 0.355 -1.441 -5.470 0.11
H -1.253 -2.786 -2.609 0.11
H -1.676 -3.817 -3.982 0.14
C 0.640 -2.489 3.534 -0.11
S -0.723 -2.004 2.490 0.57
O -1.980 -2.394 3.055 -0.27
O -0.533 -0.517 2.239 -0.35
O -0.435 -2.609 1.092 -0.33
H 0.899 -1.638 4.177 0.08
H 1.501 -2.777 2.918 0.07
H 0.316 -3.337 4.150 0.07

(5)
132
Properties=species:S:1:pos:R:3:lowdin_charge:R:1 method="wB97M-V/def2-TZVPD" smiles="CCOC(=O)C(F)(F)F.CCOC(=O)C(F)(F)F.CCOC(=O)C(F)(F)F.CCOC(=O)C(F)(F)F.O=C1CCCO1.COCCOC.COCCOC.COCCOC.COCCOC" gap_ev=9.64
C -29.195 -19.342 28.469 -0.02
C -28.697 -19.082 26.977 -0.17
O -27.659 -19.937 26.471 -0.01
C -27.812 -21.291 26.175 -0.34
O -28.822 -21.914 26.350 0.17
C -26.645 -21.857 25.423 -0.48
F -26.716 -21.182 24.214 0.13
F -25.473 -21.502 26.060 0.13
F -26.687 -23.169 25.265 0.20
H -29.160 -20.428 28.562 0.06
H -30.233 -19.018 28.542 0.05
H -28.554 -18.741 29.113 0.08
H -28.412 -18.036 26.862 0.11
H -29.502 -19.311 26.279 0.11
C -41.276 -20.088 30.152 -0.06
C -40.961 -20.909 31.433 -0.22
O -39.574 -20.850 31.508 -0.02
C -38.775 -21.709 32.275 -0.26
O -39.258 -22.674 32.888 0.13
C -37.295 -21.440 32.425 -0.59
F -37.027 -20.228 32.616 0.24
F -36.775 -22.160 33.511 0.12
F -36.697 -21.744 31.276 0.17
H -40.880 -19.079 30.268 0.07
H -42.366 -20.103 30.132 0.08
H -40.968 -20.538 29.209 0.07
H -41.265 -21.941 31.258 0.13
H -41.464 -20.421 32.268 0.13
C -35.686 -15.270 29.525 -0.03
C -36.328 -16.606 29.894 -0.22
O -37.245 -16.960 28.905 0.02
C -37.735 -18.201 28.836 -0.31
O -37.389 -19.147 29.595 0.11
C -38.658 -18.389 27.644 -0.57
F -38.870 -17.275 26.959 0.18
F -38.016 -19.226 26.873 0.20
F -39.860 -18.880 28.016 0.15
H -34.937 -15.077 30.293 0.08
H -36.423 -14.470 29.595 0.08
H -35.110 -15.151 28.607 0.07
H -36.936 -16.597 30.799 0.13
H -35.698 -17.451 30.173 0.11
C -31.132 -23.057 22.294 -0.07
C -31.919 -23.486 23.500 -0.22
O -30.940 -23.981 24.391 0.01
C -31.279 -24.332 25.661 -0.33
O -32.365 -24.010 26.108 0.14
C -30.328 -25.244 26.392 -0.57
F -30.623 -26.473 26.126 0.23
F -29.077 -24.985 25.963 0.16
F -30.505 -24.931 27.698 0.16
H -30.708 -23.812 21.631 0.08
H -30.239 -22.522 22.617 0.08
H -31.595 -22.319 21.639 0.08
H -32.547 -24.356 23.308 0.13
H -32.603 -22.699 23.817 0.12
O -33.763 -18.180 28.544 0.08
C -33.815 -19.394 28.381 -0.45
C -33.221 -20.430 29.321 -0.06
C -33.749 -21.659 28.652 -0.15
C -33.813 -21.337 27.169 -0.11
O -34.260 -19.965 27.256 0.02
H -32.132 -20.401 29.276 0.11
H -33.582 -20.216 30.327 0.13
H -33.041 -22.485 28.714 0.10
H -34.669 -21.926 29.173 0.13
H -32.852 -21.446 26.665 0.12
H -34.459 -21.993 26.585 0.13
C -32.705 -16.484 36.689 -0.08
O -33.159 -17.008 35.421 -0.22
C -34.352 -17.781 35.350 -0.19
C -34.699 -18.388 33.954 -0.26
O -34.146 -19.558 33.524 -0.16
C -32.692 -19.415 33.412 -0.06
H -33.145 -15.542 37.015 0.08
H -31.680 -16.213 36.437 0.09
H -32.795 -17.222 37.487 0.09
H -35.056 -17.008 35.660 0.12
H -34.517 -18.572 36.081 0.12
H -34.732 -17.607 33.195 0.12
H -35.780 -18.524 33.987 0.11
H -32.141 -19.240 34.336 0.09
H -32.421 -18.559 32.794 0.09
H -32.266 -20.324 32.988 0.06
C -38.316 -13.492 25.044 -0.12
O -36.898 -13.390 25.184 -0.19
C -36.147 -14.409 24.461 -0.16
C -36.509 -15.824 24.929 -0.19
O -35.468 -16.699 24.518 -0.19
C -35.051 -17.617 25.524 -0.10
H -38.461 -13.938 24.060 0.08
H -38.876 -12.568 25.188 0.09
H -38.893 -14.250 25.573 0.07
H -35.144 -14.088 24.742 0.12
H -36.213 -14.200 23.394 0.13
H -37.452 -16.164 24.500 0.12
H -36.683 -15.822 26.005 0.12
H -34.209 -18.299 25.401 0.09
H -35.837 -18.340 25.739 0.07
H -34.927 -17.092 26.471 0.06
C -30.002 -21.894 31.537 -0.17
O -30.440 -23.103 31.126 -0.16
C -31.696 -23.453 31.711 -0.18
C -32.469 -24.537 30.928 -0.22
O -33.812 -24.808 31.226 -0.18
C -34.008 -25.264 32.598 -0.07
H -29.094 -21.704 30.964 0.09
H -29.876 -21.752 32.610 0.10
H -30.632 -21.090 31.155 0.07
H -32.322 -22.575 31.871 0.11
H -31.538 -23.864 32.708 0.12
H -31.966 -25.504 30.943 0.13
H -32.380 -24.221 29.889 0.10
H -35.061 -25.491 32.765 0.09
H -33.778 -24.401 33.222 0.08
H -33.382 -26.107 32.891 0.09
C -32.387 -15.460 24.367 -0.06
O -31.999 -14.763 25.602 -0.22
C -32.122 -15.500 26.854 -0.14
C -31.028 -16.621 26.939 -0.20
O -29.777 -16.158 27.394 -0.19
C -29.205 -15.166 26.503 -0.10
H -31.852 -15.024 23.523 0.09
H -33.450 -15.581 24.157 0.06
H -32.036 -16.489 24.438 0.07
H -33.108 -15.964 26.873 0.09
H -32.046 -14.849 27.725 0.13
H -30.842 -17.123 25.990 0.11
H -31.321 -17.321 27.722 0.10
H -28.139 -14.947 26.564 0.08
H -29.642 -14.167 26.504 0.09
H -29.031 -15.488 25.476 0.09

What did the second record say?
53
Properties=species:S:1:pos:R:3:mulliken_spin:R:1 method="wB97M-V/def2-TZVPD" s_squared=2.054 multiplicity=3 gap_ev="4.89 / 5.80" charge=-2 de_lowest_kcal_mol=53.8
Ti 0.706 0.347 -1.342 0.79
O 1.049 -3.636 -1.904 0.00
C 2.009 -3.998 -1.042 0.00
C 2.415 -5.332 -0.980 0.00
C 3.442 -5.717 -0.140 0.00
C 4.082 -4.784 0.659 0.00
C 3.662 -3.465 0.632 0.00
C 2.620 -3.068 -0.188 0.02
C 2.123 -1.635 -0.163 -0.01
O 1.754 -1.168 -1.379 -0.02
N 0.960 -1.535 0.785 0.01
N -0.122 -0.920 0.103 0.24
C -1.143 -0.548 0.862 0.04
C -2.318 -0.018 0.349 0.10
Br -2.441 -0.121 -1.580 0.01
C -3.366 0.431 1.146 0.33
C -4.454 1.291 0.873 -0.11
C -5.464 1.422 1.856 0.14
C -6.502 2.313 1.714 -0.08
C -6.594 3.112 0.580 0.16
C -5.612 3.001 -0.396 -0.07
C -4.567 2.121 -0.263 0.14
H 1.077 -2.637 -1.975 0.00
H 1.926 -6.046 -1.624 0.00
H 3.752 -6.754 -0.120 0.00
H 4.906 -5.073 1.296 0.00
H 4.138 -2.721 1.259 0.00
H 2.928 -0.990 0.267 0.00
H 0.680 -2.469 1.101 0.02
H -1.071 -0.645 1.951 0.00
H -3.295 0.108 2.181 0.02
H -5.412 0.794 2.740 0.01
H -7.245 2.406 2.502 -0.01
H -7.403 3.823 0.468 0.02
H -5.658 3.631 -1.275 -0.01
H -3.808 2.096 -1.025 0.02
S 2.799 0.283 -5.418 0.00
C 2.010 0.411 -3.964 0.01
S 2.686 1.253 -2.624 -0.03
S 0.441 -0.251 -3.715 -0.02
O 0.168 4.119 -1.669 0.04
C 0.417 2.992 -1.245 0.02
O -0.180 1.897 -1.610 -0.01
C 1.395 2.750 -0.159 0.13
C 2.176 3.739 0.424 -0.07
C 2.968 3.433 1.514 0.13
C 2.851 2.133 2.050 -0.07
C 2.062 1.206 1.423 0.13
N 1.382 1.444 0.283 -0.04
H 2.142 4.728 -0.011 0.00
H 3.622 4.161 1.973 0.02
H 3.378 1.863 2.954 0.00
H 1.925 0.223 1.863 0.00